The following is a DFT calculation (ωB97M-V/def2-TZVPD) of the molecule C4H5NO3 at a distorted geometry.

The value obtained for the total energy is -435.8870 a.u. The value obtained for the energy relative to the best compared isomer or geometry (same formula, charge and spin) is 21.0 kcal per mole. As for the SMILES: C=CC(=O)OC(N)=O. The calculation puts the LUMO energy at -0.240 eV. Its orbital gap is 10.50 eV. Its molar mass is 115.088 g mol⁻¹.

XYZ file:
```
13
C4H5NO3 (ωB97M-V/def2-TZVPD)
C -1.9866 0.7681 -0.7537
C -0.9768 -0.0447 -1.0917
C -0.3893 -0.9913 -0.0978
O -0.9084 -1.3093 0.9601
O 0.8891 -1.1805 -0.4355
C 1.7596 -0.2064 0.1144
N 1.4384 0.2829 1.3452
O 2.8362 0.0226 -0.4072
H -2.3716 0.8144 0.2614
H -2.5413 1.3107 -1.5118
H -0.5917 -0.0847 -2.1039
H 2.1911 0.7173 1.8607
H 0.6514 -0.0990 1.8595
```